Below is one molecule with the formula C3H3N3 at a distorted geometry, with properties calculated with ωB97M-V/def2-TZVPD.

Each line ends with the natural charge from an NBO analysis.
CARTESIAN COORDINATES (ANGSTROEM)
N 0.37349 -2.24671 -0.08705  -0.458
C 0.02722 -0.93372 0.21343  0.418
N 0.72790 -0.15491 1.14868  -0.385
C 0.53108 1.12816 0.68394  0.027
C -0.39151 1.02113 -0.48853  0.013
N -0.67576 -0.16742 -0.81329  -0.420
H -0.34921 -2.46840 -0.91630  0.351
H 0.87213 2.01934 1.27987  0.231
H -1.11533 1.80253 -1.02075  0.222

Output
charge	0
Kohn-Sham gap	8.941	eV
2S+1	1
DFT total energy	-280.28559	Ha
E_HOMO	-0.3932	Eh
structure (SMILES)	N=C1N=CC=N1

---

Below is C16H25N5O5Rh as an isolated structure at a distorted geometry, with properties calculated with ωB97M-V/def2-TZVPD.

Each line ends with the natural charge from an NBO analysis.
CARTESIAN COORDINATES (ANGSTROEM)
O 4.40402 2.44208 -2.14832  -0.721
H 4.59122 2.88387 -2.99910  0.474
Rh 0.14205 0.13609 -0.28520  0.944
N -1.58807 -0.36533 -1.17885  -0.220
N 0.69260 -0.32185 -2.15403  -0.202
O -2.87479 -0.33613 -0.56601  -0.522
O 2.01906 -0.35962 -2.64251  -0.509
C -1.56795 -0.78134 -2.44452  0.154
C -0.21816 -0.83056 -2.98619  0.230
C -2.75217 -1.20330 -3.17858  -0.680
C 0.06184 -1.35476 -4.31526  -0.690
H -3.68735 -0.76141 -2.81876  0.267
H -2.85055 -2.29232 -3.15524  0.256
H -2.62519 -0.92017 -4.22056  0.244
H 1.08697 -1.70852 -4.45309  0.268
H -0.14462 -0.59658 -5.07718  0.260
H -0.60790 -2.19153 -4.52050  0.252
H -2.78101 -0.02535 0.38764  0.511
H 2.58828 0.20212 -2.04533  0.509
O 0.37713 -2.27963 0.08484  -0.872
H -0.47041 -1.78110 -0.06246  0.471
H 1.11585 -1.76297 -0.33512  0.469
C 3.09279 2.92277 -1.80598  -0.267
H 2.92500 2.69681 -0.73271  0.181
H 2.31880 2.42832 -2.44057  0.153
H 3.03728 4.03472 -1.94063  0.187
O -0.82034 2.32721 -0.45045  -0.884
H -1.18000 1.59007 -1.01391  0.483
H -0.72421 1.96078 0.47000  0.484
C -3.46382 -2.46562 3.55496  -0.193
C -3.67166 -1.10536 3.32080  -0.191
C -2.70956 -0.33814 2.65966  -0.276
C -1.50669 -0.96074 2.25688  0.063
C -1.28369 -2.32427 2.52243  -0.163
C -2.27034 -3.07702 3.16119  -0.203
N -0.44582 -0.16990 1.71185  -0.410
N 0.67606 -0.49623 2.44876  -0.205
C 1.76378 0.19690 2.02517  0.325
C 2.78022 0.51551 2.96504  -0.204
C 3.25134 1.81607 2.92955  -0.140
C 2.75193 2.68538 1.96128  -0.263
C 1.90016 2.24407 0.96857  0.024
N 1.67726 0.90395 0.83521  -0.549
H -4.23254 -3.06666 4.06266  0.233
H -4.59403 -0.62803 3.64917  0.231
H -2.81683 0.74623 2.52120  0.226
H -0.33271 -2.78397 2.24572  0.244
H -2.07746 -4.12711 3.35706  0.230
H 2.84579 -0.13271 3.84770  0.258
H 3.94659 2.15877 3.68947  0.244
H 2.96783 3.74324 1.99000  0.243
H 1.28401 2.91326 0.34427  0.248

Output
charge	+1
Kohn-Sham gap (spin up / spin down)	6.883 / 4.591	eV
2S+1	5
DFT total energy	-1384.65259	Ha
E_HOMO (spin up / spin down)	-0.3832 / -0.4241	Eh

---

Below is C17H27CoN3S2 as an isolated structure at a distorted geometry, with properties calculated with ωB97M-V/def2-TZVPD.

Each line ends with the natural charge from an NBO analysis.
CARTESIAN COORDINATES (ANGSTROEM)
Co 0.13154 0.10701 -1.03038  1.261
S -0.64710 -1.96074 -1.04944  0.226
S -0.63735 2.17254 -0.77834  0.206
C 0.77954 -3.09311 -0.88204  -0.734
C -1.04979 -2.19542 -2.81884  -0.545
C -0.73491 -0.98211 -3.67369  -0.242
N -1.01995 0.22251 -2.87765  -0.699
C -0.76447 1.51724 -3.51889  -0.242
C -1.07694 2.60699 -2.50528  -0.533
H -2.13139 -2.39346 -2.82002  0.253
H -0.52497 -3.08749 -3.17004  0.269
H -1.35643 -0.98891 -4.58492  0.234
H 0.32489 -0.95639 -3.96830  0.214
H -1.39960 1.63078 -4.41098  0.234
H 0.28784 1.54196 -3.83656  0.214
H -2.16200 2.78939 -2.46594  0.255
H -0.57327 3.54421 -2.75778  0.269
C 0.68859 3.37624 -0.44617  -0.724
H -2.00304 0.19363 -2.58229  0.399
H 1.50138 3.29622 -1.17973  0.231
H 1.04749 3.17630 0.56940  0.261
H 0.22128 4.36719 -0.48827  0.264
H 1.19146 -2.91702 0.11717  0.271
H 1.52521 -2.90853 -1.66825  0.227
H 0.38519 -4.11490 -0.95621  0.263
C -4.67190 0.18139 0.35892  -0.409
C -4.12818 0.24355 1.58639  -0.384
H -4.86550 -0.77278 -0.14180  0.197
H -4.87078 1.08707 -0.23287  0.196
H -3.89121 -0.66472 2.15852  0.200
H -3.93634 1.20351 2.07815  0.204
N 2.13063 0.08822 -0.18688  -0.914
C 2.29200 0.33163 1.22236  0.169
C 3.13546 1.31414 1.70203  -0.238
C 3.32869 1.43629 3.09683  -0.191
C 2.72945 0.55438 3.98684  -0.150
C 1.80653 -0.42511 3.53342  -0.078
C 1.09449 -1.31135 4.37467  -0.090
C 0.11493 -2.12617 3.82980  -0.245
C -0.09939 -2.08772 2.43812  0.075
N 0.62826 -1.34274 1.61192  -0.531
C 1.56692 -0.50306 2.11409  0.110
H 2.72462 0.71624 -0.72769  0.408
H 2.38995 -0.87161 -0.42413  0.409
H 3.65352 1.98407 1.01398  0.229
H 3.98606 2.21708 3.47704  0.249
H 2.95166 0.59549 5.05490  0.244
H 1.31393 -1.31217 5.44123  0.246
H -0.49962 -2.78811 4.43591  0.253
H -0.88736 -2.69168 1.98162  0.208

Output
charge	+2
Kohn-Sham gap (spin up / spin down)	8.447 / 7.207	eV
2S+1	4
DFT total energy	-3006.84276	Ha
E_HOMO (spin up / spin down)	-0.5240 / -0.5263	Eh

---

Below is one molecule with the formula C20H22N4O3S at a distorted geometry, with properties calculated with ωB97M-V/def2-TZVPD.

Each line ends with the natural charge from an NBO analysis.
CARTESIAN COORDINATES (ANGSTROEM)
C 3.13412 -0.98862 0.44512  -0.257
O 2.87073 -0.10499 -0.62218  -0.559
C 2.92480 -0.77483 -1.88591  -0.073
C 2.88472 0.27942 -2.97127  -0.230
N 1.57981 0.91352 -3.04074  -0.388
C 1.09051 1.89892 -2.17999  0.273
S 2.12759 2.74555 -0.98511  0.279
C 0.89842 2.96642 0.37553  -0.599
C 0.53370 1.62278 0.97296  0.692
O 0.92178 1.32492 2.08703  -0.616
N -0.30120 0.79548 0.27920  -0.673
C -0.54087 -0.53800 0.55521  0.794
O -1.17571 -1.16413 -0.24799  -0.638
N -0.15007 -1.14721 1.72709  -0.637
C -1.00724 -2.10173 2.36989  -0.238
C -1.66581 -1.26001 3.44160  -0.046
C -1.32147 -1.31185 4.80572  -0.206
C -1.97781 -0.52324 5.72247  -0.217
C -2.96349 0.36353 5.30358  -0.211
C -3.29012 0.49609 3.96251  -0.230
C -2.65023 -0.32263 3.08360  -0.161
N -0.21055 2.09908 -2.29789  -0.525
C -0.61595 1.14655 -3.17504  0.072
C -1.87438 0.84900 -3.66972  -0.183
C -2.05436 -0.13750 -4.61396  -0.228
C -0.99242 -0.90600 -5.00979  -0.204
C 0.27759 -0.63312 -4.53133  -0.263
C 0.46692 0.38596 -3.63547  0.164
H 4.24972 -1.13294 0.60227  0.167
H 2.69444 -0.67175 1.39996  0.205
H 2.72181 -1.98659 0.26817  0.173
H 3.85218 -1.34768 -1.98338  0.178
H 2.08798 -1.49492 -1.93068  0.191
H 3.61772 1.01564 -2.80844  0.227
H 3.13864 -0.19175 -3.94786  0.220
H 1.35042 3.59491 1.17463  0.266
H 0.04185 3.48598 0.00338  0.253
H -0.65405 1.05243 -0.64363  0.450
H 0.41117 -0.58016 2.32235  0.421
H -1.73522 -2.56931 1.67190  0.246
H -0.38054 -2.86460 2.81088  0.201
H -0.50783 -1.97875 5.13043  0.206
H -1.65525 -0.66300 6.74909  0.214
H -3.36623 1.03484 6.05861  0.209
H -4.02945 1.27945 3.72537  0.220
H -2.98873 -0.21474 2.07994  0.204
H -2.72559 1.48239 -3.39154  0.218
H -3.04905 -0.26223 -5.02563  0.217
H -1.11320 -1.71855 -5.70560  0.215
H 1.12021 -1.24205 -4.82535  0.208

Output
charge	0
Kohn-Sham gap	8.860	eV
2S+1	1
DFT total energy	-1618.28292	Ha
E_HOMO	-0.3044	Eh
structure (SMILES)	COCCn1c(SCC(=O)NC(=O)NCc2ccccc2)nc2ccccc21

---

Below is a 5-piece molecular cluster, C28H29IO2 overall, with properties calculated with ωB97M-V/def2-TZVPD.

Each line ends with the natural charge from an NBO analysis.
CARTESIAN COORDINATES (ANGSTROEM)
O 5.21927 -0.47546 1.61593  -0.543
C 4.05614 -0.67730 1.77238  0.791
C 2.91752 0.28799 1.95221  -0.540
C 1.66539 -0.53044 1.60780  -0.459
C 2.14128 -1.95161 1.95107  0.002
I 1.63390 -2.52012 3.95203  0.059
O 3.55317 -1.95059 1.79814  -0.506
H 2.88250 0.47974 3.03981  0.251
H 3.04858 1.25965 1.47738  0.247
H 1.37378 -0.49209 0.55290  0.234
H 0.83844 -0.20603 2.24208  0.241
H 1.74605 -2.71899 1.28543  0.219
C 1.26154 2.77514 -0.30279  -0.171
C 0.13104 3.55271 -0.51309  -0.233
C -0.29949 3.81268 -1.80683  -0.215
C 0.40517 3.30166 -2.88900  -0.212
C 1.54031 2.53084 -2.67845  -0.214
C 1.96699 2.26489 -1.38411  -0.231
H 1.59247 2.57060 0.70701  0.201
H -0.41516 3.95243 0.33271  0.215
H -1.18355 4.41487 -1.97250  0.216
H 0.06989 3.50609 -3.89760  0.216
H 2.09131 2.13573 -3.52225  0.217
H 2.85017 1.65886 -1.21889  0.214
C 3.05095 4.30016 4.76910  -0.213
C 1.94257 5.11740 4.59411  -0.211
C 1.52109 5.45314 3.31415  -0.235
C 2.20987 4.97089 2.20994  -0.165
C 3.32126 4.15636 2.38533  -0.235
C 3.74194 3.81949 3.66458  -0.220
H 3.37851 4.03908 5.76724  0.215
H 1.40644 5.49296 5.45633  0.214
H 0.65431 6.08745 3.17785  0.213
H 1.88073 5.22416 1.21020  0.208
H 3.86208 3.78718 1.52183  0.214
H 4.60955 3.18590 3.80022  0.218
C -1.98718 0.29220 0.63329  -0.241
C -1.41978 -0.01000 -0.59752  -0.166
C -1.58324 -1.27659 -1.14251  -0.226
C -2.32315 -2.23465 -0.46197  -0.221
C -2.90382 -1.92701 0.76069  -0.217
C -2.73182 -0.66349 1.31023  -0.202
H -1.85637 1.27963 1.05784  0.213
H -0.85172 0.74304 -1.12906  0.210
H -1.14094 -1.51491 -2.10198  0.213
H -2.45550 -3.22070 -0.88979  0.209
H -3.48832 -2.67189 1.28542  0.215
H -3.18268 -0.42047 2.26409  0.213
C -2.59549 -6.37991 -4.06606  -0.215
C -3.63089 -6.96860 -4.77852  -0.211
C -4.93023 -6.50452 -4.62594  -0.211
C -5.19473 -5.45205 -3.76062  -0.211
C -4.15963 -4.86366 -3.04716  -0.219
C -2.86064 -5.32744 -3.20086  -0.205
H -1.58192 -6.74063 -4.18568  0.213
H -3.42509 -7.78989 -5.45298  0.213
H -5.73751 -6.96361 -5.18210  0.213
H -6.20784 -5.08963 -3.64228  0.213
H -4.36630 -4.04198 -2.37249  0.214
H -2.05122 -4.86868 -2.64629  0.206

Output
charge	0
Kohn-Sham gap	9.932	eV
2S+1	1
DFT total energy	-1532.52750	Ha
E_HOMO	-0.3493	Eh
structure (SMILES)	O=C1CC[C@H](I)O1.c1ccccc1.c1ccccc1.c1ccccc1.c1ccccc1

---

Below is one molecule with the formula C5H7N3 at a distorted geometry, with properties calculated with ωB97M-V/def2-TZVPD.

Each line ends with the natural charge from an NBO analysis.
CARTESIAN COORDINATES (ANGSTROEM)
C -0.74426 -2.57736 -0.05501  -0.211
N -0.02545 -1.52105 0.11519  -0.216
N -0.29978 -0.26011 -0.05485  -0.180
C -1.44176 0.51462 -0.04278  -0.425
C 1.11037 0.77628 -0.03988  0.052
C 1.06857 2.08573 0.15850  -0.401
C 2.33840 0.03212 -0.09769  0.233
N 3.27729 -0.61349 -0.17207  -0.260
H -0.30265 -3.59405 -0.23666  0.197
H -1.89846 -2.59265 0.02258  0.140
H -1.24878 1.46922 0.45832  0.204
H -1.69855 0.76345 -1.08828  0.192
H -2.23901 -0.00894 0.33747  0.215
H 0.19912 2.69388 0.36384  0.214
H 1.90497 2.83233 0.33131  0.246

Output
charge	0
Kohn-Sham gap	8.847	eV
2S+1	1
DFT total energy	-358.81241	Ha
E_HOMO	-0.3109	Eh
structure (SMILES)	C=NN(C)C(=C)C#N

---

Below is one molecule with the formula CH3PS at a distorted geometry, with properties calculated with ωB97M-V/def2-TZVPD.

Each line ends with the natural charge from an NBO analysis.
CARTESIAN COORDINATES (ANGSTROEM)
C -0.07385 0.15515 -0.59897  -0.812
P 0.57275 1.38543 0.59506  0.461
S -1.25847 1.56245 -0.41271  -0.083
H 0.43612 0.20519 -1.70583  0.241
H -0.21860 -0.84575 -0.31879  0.232
H 0.05340 0.74379 2.06422  -0.040

Output
charge	0
Kohn-Sham gap	9.607	eV
2S+1	1
DFT total energy	-779.38624	Ha
E_HOMO	-0.3285	Eh
structure (SMILES)	C1PS1

---

Below is an isolated ion of composition C10H7N8O3 and charge -1 at a distorted geometry, with properties calculated with ωB97M-V/def2-TZVPD.

Each line ends with the natural charge from an NBO analysis.
CARTESIAN COORDINATES (ANGSTROEM)
C -3.34925 0.84163 -1.12843  -0.261
O -2.37544 1.88442 -1.18559  -0.492
C -1.12845 1.41111 -1.31871  0.711
N -0.26945 2.45749 -1.28947  -0.632
C 0.96089 2.08418 -1.22554  0.324
N 2.00208 2.90579 -0.79649  -0.216
O 3.00349 2.02826 -0.47441  -0.232
N 2.57891 0.62932 -0.79007  0.381
O 3.39600 -0.24597 -0.64437  -0.465
C 1.35117 0.70886 -1.32930  -0.026
C 0.41007 -0.45656 -1.43574  0.090
N -0.95496 0.11216 -1.41271  -0.680
H -4.31931 1.30923 -1.31424  0.167
H -3.10688 0.09708 -1.89398  0.206
H -3.34081 0.37817 -0.13533  0.176
H 0.56833 -0.88192 -2.43435  0.204
C 0.29912 -1.65549 3.11975  0.070
N -0.17935 -0.43779 3.42008  -0.481
C -0.25850 0.51722 2.47239  0.239
N 0.04119 0.37839 1.15518  -0.435
C 0.47630 -0.83917 0.88310  0.340
C 0.65016 -1.92005 1.78260  0.019
N 0.96580 -3.04254 1.04540  -0.477
C 0.96222 -2.68248 -0.25437  0.253
N 0.64764 -1.34945 -0.38920  -0.373
H 0.37862 -2.39976 3.91624  0.195
H -0.59949 1.51524 2.74913  0.186
H 1.18992 -3.34737 -1.09157  0.209

Output
charge	-1
Kohn-Sham gap	6.935	eV
2S+1	1
DFT total energy	-1048.95524	Ha
E_HOMO	-0.1426	Eh

---

Q: Among the records above, which one has the highest DFT total energy?
A: C3H3N3

---

Q: Which of these has the highest charge?
A: C17H27CoN3S2

---

Q: Which of these has the lowest DFT total energy?
A: C17H27CoN3S2

---

Q: Look up the charge of the second one.
A: +1